(1)
Here is C7H15NO as an isolated structure in a non-equilibrium geometry from the OMol25 dataset. Energies are from wB97M-V/def2-TZVPD.

Output
electronic energy	-11036.556	eV
E_HOMO	-9.001	eV
energy relative to the best compared isomer or geometry (same formula, charge and spin)	95.0	kcal/mol
LUMO level	0.889	eV
HOMO-LUMO gap	9.8895	eV

Atoms and positions in Å:
H1 -1.189 -2.124 1.223
C1 1.572 -2.021 1.130
C2 -0.007 1.630 0.993
C3 -0.459 1.254 -1.365
H2 -1.352 -1.675 2.999
C4 -1.225 -0.041 -1.493
H3 1.056 -2.370 0.237
H4 -1.376 -0.364 -2.518
C5 0.612 -1.759 2.245
H5 1.365 0.550 -2.278
H6 1.230 2.311 -2.159
C6 0.681 1.392 -2.361
H7 -2.100 2.238 -1.050
H8 2.108 -1.103 0.873
H9 1.059 -1.470 3.191
H10 -0.532 2.584 0.955
O1 -1.208 2.447 -1.348
H11 2.314 -2.768 1.424
H12 0.271 1.418 -3.369
H13 0.314 1.264 1.959
C7 -0.706 -1.840 2.149
H14 -0.419 -0.418 -0.458
H15 -2.168 -0.033 -0.949
N1 0.159 0.898 -0.030

Results of the Mulliken charge analysis, in e, for atoms 1 through 8:
1. H 0.24
2. C -0.99
3. C -0.48
4. C 1.14
5. H 0.27
6. C -1.38
7. H 0.28
8. H 0.37


(2)
Here is C7H15NO2 as an isolated structure in a non-equilibrium geometry from the OMol25 dataset. Energies are from wB97M-V/def2-TZVPD.

Output
electronic energy	-13084.590	eV
E_HOMO	-7.823	eV
energy relative to the best compared isomer or geometry (same formula, charge and spin)	85.1	kcal/mol
LUMO level	0.641	eV
HOMO-LUMO gap	8.4642	eV

Atoms and positions in Å:
C1 1.116 -0.475 0.314
H1 0.419 -2.227 -0.736
C2 -0.984 1.145 1.464
C3 1.511 1.788 -1.162
O1 1.872 0.092 1.084
H2 -0.334 -0.824 1.860
H3 -1.543 1.177 2.407
H4 -1.832 -1.980 0.157
H5 1.184 -2.532 0.855
C4 -0.488 0.282 -1.432
H6 1.450 -0.136 -1.964
H7 -2.712 -0.451 0.021
H8 1.113 2.413 -1.962
H9 2.180 -2.105 -0.542
C5 1.214 -1.934 -0.054
H10 -0.031 1.654 1.636
H11 -1.023 1.200 -1.167
H12 2.598 1.748 -1.172
O2 -0.903 -0.615 -2.140
H13 -1.593 1.718 0.756
H14 -2.607 -1.259 1.571
N1 0.976 0.423 -1.255
C6 -2.041 -1.032 0.660
C7 -0.762 -0.286 1.009
H15 1.220 2.217 -0.208

Results of the Mulliken charge analysis, in e, for atoms 1 through 8:
1. C 0.86
2. H 0.37
3. C -1.33
4. C -0.84
5. O -0.66
6. H 0.42
7. H 0.42
8. H 0.30


(3)
Here is the molecule C7H15NO4 in a non-equilibrium geometry from the OMol25 dataset. Energies are from wB97M-V/def2-TZVPD.

Output
electronic energy	-17179.308	eV
E_HOMO	-8.908	eV
energy relative to the best compared isomer or geometry (same formula, charge and spin)	57.0	kcal/mol
LUMO level	0.583	eV
HOMO-LUMO gap	9.4904	eV
SMILES	CN1[C@H](CO)[C@H](O)[C@@H](O)[C@H]1CO

Atoms and positions in Å:
C1 -0.858 -0.177 0.622
H1 2.904 0.083 1.443
C2 -0.584 1.331 0.539
H2 0.961 3.276 -0.616
O1 1.322 2.334 -0.722
H3 1.261 0.093 -2.015
N1 -0.094 -0.853 -0.532
O2 2.019 -0.269 1.222
H4 -2.252 2.204 1.414
H5 0.086 1.653 1.469
H6 2.496 -1.254 -0.466
H7 -0.568 -2.818 0.201
H8 0.694 -2.732 -1.060
H9 0.868 -2.167 0.741
C3 0.278 1.378 -0.745
H10 -1.846 -1.088 -1.294
C4 0.993 0.086 -0.921
C5 -2.395 -0.424 0.295
C6 0.276 -2.225 -0.150
H11 -0.552 -0.629 1.668
C7 2.265 -0.182 -0.161
H12 -2.700 -1.373 0.970
O3 -1.830 2.078 0.481
H13 -0.347 1.413 -1.692
H14 3.098 0.434 -0.475
H15 -2.922 0.287 0.827
O4 -2.572 -0.457 -1.041

Results of the Mulliken charge analysis, in e, for atoms 1 through 8:
1. C 0.27
2. H 0.35
3. C 0.17
4. H 0.37
5. O -0.59
6. H 0.29
7. N -0.35
8. O -0.45


Question: energy relative to the best compared isomer or geometry (same formula, charge and spin) of number 2 (C7H15NO2)?
Answer: 85.1 kcal/mol